Molecular formula: C15H30BF4N5SiTc
Method: DFT, ωB97M-V with the def2-TZVPD basis set

The value obtained for the energy above the lowest of the compared OMol25 structures with the same formula, charge and spin is 0.000 eV. Its highest occupied orbital energy (alpha / beta) is -15.3 / -15.3 eV. As for the net charge: +2. The expectation value of S² is 0.817. As for the spin multiplicity: 2. The total energy comes out at -45109.393 eV.

Element x y z (Å)
Tc 0.454 0.161 0.359
Si -1.547 -1.641 2.597
F -0.668 2.077 2.973
F 1.220 3.280 3.418
F 1.341 1.548 1.237
F 1.112 1.045 3.945
N -0.066 -1.139 1.639
N -0.331 -0.982 -1.266
N -1.298 1.355 -0.011
N 1.970 -1.240 0.807
N 0.991 1.392 -1.451
C 0.321 2.730 -1.328
C -2.083 0.802 -1.155
C 3.710 -2.707 1.366
C 0.489 -0.782 -2.493
C -2.036 -3.301 1.920
C -1.792 -0.675 -1.379
C 1.546 -2.954 2.419
C 2.867 -3.368 2.243
C 1.149 -1.863 1.682
C 4.090 -0.829 -0.302
C 3.238 -1.617 0.637
C -1.055 -1.653 4.382
C -0.811 2.736 -0.284
C -2.875 -0.374 2.291
C 0.710 0.697 -2.740
B 0.588 2.138 3.431
H 1.991 1.551 -1.386
H -2.589 0.619 2.641
H -0.530 -0.739 4.659
H -1.887 1.394 0.816
H 3.596 -0.714 -1.269
H -2.332 -3.254 0.869
H -3.223 -0.323 1.257
H -2.287 -1.274 -0.616
H -0.258 -1.970 -1.030
H 3.239 -4.213 2.806
H 0.886 -3.452 3.111
H 1.530 0.838 -3.444
H -1.959 -1.715 4.993
H -1.636 3.363 -0.626
H -3.745 -0.671 2.882
H 1.066 3.465 -1.032
H 1.437 -1.288 -2.313
H 0.009 -1.256 -3.351
H -2.170 -0.995 -2.352
H -3.151 0.937 -0.979
H 4.279 0.164 0.110
H -1.843 1.385 -2.041
H -1.244 -4.045 2.010
H -2.899 -3.680 2.473
H -0.455 3.137 0.660
H 4.735 -3.025 1.244
H -0.431 -2.505 4.652
H 5.049 -1.314 -0.467
H -0.046 3.029 -2.308
H -0.167 1.148 -3.197



Molecular formula: C15H30BF4NOP2Pb
Method: DFT, ωB97M-V with the def2-TZVPD basis set

The value obtained for the energy above the lowest of the compared OMol25 structures with the same formula, charge and spin is 0.848 eV. Its highest occupied orbital energy (alpha / beta) is -7.5 / -6.2 eV. The total energy comes out at -54953.326 eV.

Element x y z (Å)
Pb 1.141 1.672 -1.252
P 1.794 0.067 -3.494
P -1.541 0.142 3.678
F 4.887 -0.128 -1.301
F 3.845 1.927 -1.213
F 2.808 0.069 -0.260
F 4.681 0.972 0.758
O 0.508 1.296 1.472
N -0.233 -0.083 -1.394
C 2.089 -1.592 -2.769
C 3.319 0.316 -4.458
C -2.151 -1.434 -1.723
C -3.697 0.879 -2.192
C 1.916 1.442 3.417
C -1.895 -1.150 4.880
C -1.532 -0.122 -1.621
C -2.308 1.671 4.233
C 0.541 -0.342 -4.758
C -4.230 -0.406 -2.382
C 1.367 -0.797 2.385
C -2.382 1.042 -1.790
C -2.221 -0.309 2.083
C 0.866 0.664 2.608
C -3.451 -1.547 -2.156
B 4.143 0.711 -0.482
H -3.045 1.945 3.469
H -0.434 -0.457 -4.268
H 4.133 0.478 -3.743
H -2.505 -0.689 5.673
H -5.277 -0.508 -2.691
H -0.970 -1.570 5.306
H 3.517 -0.566 -5.083
H -3.074 0.362 1.937
H -0.078 0.451 3.442
H -4.310 1.771 -2.353
H 3.195 1.197 -5.083
H -2.537 -1.352 2.126
H 2.346 -0.739 1.863
H 2.099 -2.328 -3.578
H -2.795 1.461 5.193
H -1.513 -2.295 -1.477
H -1.549 2.460 4.344
H -3.870 -2.557 -2.313
H 1.273 -1.787 -2.067
H -1.483 -0.154 1.290
H 0.662 -1.364 1.781
H 0.480 0.481 -5.490
H 1.564 2.451 3.658
H 1.475 -1.315 3.348
H -1.933 2.026 -1.622
H -2.470 -1.927 4.362
H 3.039 -1.583 -2.218
H 0.816 -1.276 -5.265
H 2.134 0.941 4.378
H 2.845 1.484 2.809



Molecular formula: C15H30BF4NOP2W
Method: DFT, ωB97M-V with the def2-TZVPD basis set

Its highest occupied orbital energy (alpha / beta) is -7.2 / -7.4 eV. The expectation value of S² is 2.072. As for the spin multiplicity: 3. The total energy comes out at -51534.345 eV.

Element x y z (Å)
W -0.013 0.076 0.043
P 1.635 -0.865 1.797
P -1.677 0.870 -1.747
F -1.455 -0.590 1.420
F -3.105 -1.924 1.516
F -2.083 -1.299 3.527
F -3.574 0.203 2.328
O -0.538 1.547 1.192
N 1.026 -0.761 -1.352
C 2.561 -2.287 1.146
C -1.462 2.589 -2.280
C -1.831 1.673 3.383
C -0.719 3.531 2.055
C 3.130 -2.464 -4.450
C 2.190 -3.231 -3.749
C 2.670 -0.531 -3.074
C -1.517 2.255 2.024
C 1.714 -1.315 -2.356
C -3.402 0.752 -1.247
C 3.363 -1.125 -4.111
C 0.832 -1.452 3.296
C 1.472 -2.680 -2.704
C -1.546 -0.104 -3.280
C 2.901 0.294 2.370
B -2.706 -0.917 2.329
H 0.349 3.334 1.876
H -1.570 3.261 -1.421
H 0.729 -3.225 -2.124
H 3.217 -1.967 0.329
H 2.426 1.151 2.860
H 1.872 -3.044 0.757
H 0.172 -2.296 3.070
H 3.165 -2.721 1.953
H -2.803 2.064 3.710
H 4.088 -0.534 -4.652
H 0.217 -0.660 3.733
H -2.366 0.175 -3.954
H -0.838 3.985 3.017
H -1.606 -1.176 -3.058
H -1.071 4.202 1.278
H -1.055 1.934 4.103
H -1.903 0.599 3.373
H -2.441 2.360 1.432
H -3.552 1.229 -0.274
H 1.588 -1.764 4.023
H 2.008 -4.263 -4.008
H 3.493 0.660 1.524
H -3.693 -0.299 -1.153
H -0.465 2.734 -2.711
H -4.032 1.241 -1.998
H 3.565 -0.208 3.084
H -2.218 2.842 -3.033
H -0.586 0.089 -3.774
H 2.810 0.505 -2.768
H 3.689 -2.918 -5.273



Molecular formula: C15H30Br4O5
Method: DFT, ωB97M-V with the def2-TZVPD basis set

The value obtained for the energy above the lowest of the compared OMol25 structures with the same formula, charge and spin is 0.000 eV. Its highest occupied orbital energy is -9.7 eV. Its structure (SMILES) is CCOC(C)=O.CCOC(C)=O.CC(C)=O.BrCCBr.BrCCBr. The total energy comes out at -306449.828 eV.

Element x y z (Å)
Br 4.167 1.324 -4.158
Br 1.726 -7.158 4.731
Br 0.759 1.746 -1.139
Br 0.523 -3.180 6.658
O -0.793 -3.284 -2.183
O -3.684 3.512 -3.040
O 0.818 -1.844 -1.583
O -1.705 0.335 3.843
O -1.853 4.125 -1.897
C 0.718 -5.863 5.763
C -0.362 -2.164 -2.150
C 1.121 -4.480 5.333
C -1.481 0.819 1.537
C -1.748 4.659 0.411
C 2.098 0.960 -2.295
C -1.766 4.305 -4.235
C -1.159 0.050 2.805
C -0.157 -1.085 2.716
C -1.094 -0.943 -2.636
C 2.869 2.071 -2.949
C 2.893 -2.439 -0.561
C -2.560 3.934 -3.023
C 1.505 -2.918 -0.925
C -2.539 3.962 -0.654
H 2.196 -4.353 5.267
H 0.764 -0.674 2.297
H -1.252 1.868 1.726
H -0.611 -0.387 -3.435
H -2.084 -1.242 -2.972
H 1.566 0.392 -3.054
H 3.412 2.683 -2.233
H -1.506 5.362 -4.191
H -2.010 4.297 1.406
H 0.042 -1.423 3.733
H 0.696 -4.188 4.377
H -3.539 4.390 -0.752
H 3.397 -3.238 -0.012
H 3.481 -2.254 -1.461
H -2.548 0.685 1.364
H -2.687 2.902 -0.432
H -0.673 4.533 0.270
H 1.552 -3.781 -1.587
H -1.218 -0.297 -1.767
H 2.211 2.737 -3.500
H -1.939 5.735 0.419
H 2.900 -1.550 0.068
H 0.917 -3.197 -0.048
H -2.377 4.110 -5.110
H -0.554 -1.913 2.131
H -0.849 3.718 -4.261
H -0.893 0.463 0.695
H 2.695 0.264 -1.718
H -0.339 -6.049 5.604
H 0.952 -6.037 6.808



Molecular formula: C15H30CuNO5
Method: DFT, ωB97M-V with the def2-TZVPD basis set

The value obtained for the energy above the lowest of the compared OMol25 structures with the same formula, charge and spin is 1.516 eV. Its highest occupied orbital energy is -6.3 eV. The total energy comes out at -72404.623 eV.

Element x y z (Å)
Cu -1.432 0.871 0.882
O -3.438 1.803 0.479
O -0.614 0.379 3.028
O -1.730 -1.052 -2.955
O -1.116 -0.101 -1.059
O -0.012 0.354 -2.940
N 0.288 -0.051 2.015
C -3.997 2.428 -1.844
C 0.306 -1.551 1.927
C 1.183 2.160 1.679
C 1.540 0.704 2.022
C 0.006 -0.125 -4.321
C -3.494 2.846 -0.448
C 1.209 -1.816 0.726
C 2.333 0.772 3.336
C -1.034 -0.180 -2.262
C -1.219 -1.090 -4.273
C 0.683 -2.264 3.231
C 2.496 0.346 0.853
C 2.591 -1.176 0.728
C -1.147 -1.967 1.562
C 1.305 -0.868 -4.629
H 2.422 -0.138 3.923
H 1.924 1.612 3.917
H 0.846 -3.334 3.101
H -1.776 -1.917 2.451
H 0.003 -1.984 4.031
H 1.358 -2.897 0.856
H 1.261 -1.810 -4.081
H -3.928 3.754 -0.001
H -1.929 -0.536 -4.894
H 0.483 2.538 2.437
H -2.470 3.263 -0.497
H 1.359 -1.084 -5.695
H -3.391 1.624 -2.267
H -5.028 2.103 -1.688
H 1.695 -1.956 3.513
H 3.210 -1.529 1.560
H 2.163 -0.294 -4.284
H -4.000 3.176 -2.643
H -0.156 0.732 -4.969
H 0.589 -1.752 -0.168
H -1.075 -2.085 -4.683
H 0.584 2.154 0.765
H -1.164 -3.004 1.223
H 2.146 0.576 -0.157
H 3.063 -1.556 -0.180
H -0.018 0.340 3.798
H -1.629 -1.341 0.812
H 3.511 0.706 1.006
H 1.938 2.941 1.755
H 3.304 1.277 3.322



Molecular formula: C15H30F2O15Pd
Method: DFT, ωB97M-V with the def2-TZVPD basis set

The value obtained for the energy above the lowest of the compared OMol25 structures with the same formula, charge and spin is 8.263 eV. Its highest occupied orbital energy (alpha / beta) is -10.7 / -9.2 eV. The expectation value of S² is 2.018. As for the spin multiplicity: 3. The total energy comes out at -55659.158 eV.

Element x y z (Å)
Pd 0.318 -0.078 -0.292
F 0.535 2.774 -0.678
F 0.128 -2.968 0.134
O -2.969 -0.068 -1.774
O -5.077 -0.872 -1.835
O 0.449 -1.755 -5.587
O 3.769 -0.780 -0.661
O -3.904 0.364 4.148
O 1.875 -0.891 4.854
O 6.061 -0.912 -0.391
O -3.251 2.449 3.597
O 0.831 -0.416 -3.770
O 1.125 0.218 -5.947
O 5.089 -2.485 -1.566
O 2.739 1.072 4.774
O 1.774 0.262 2.854
O -4.711 1.107 -2.604
O -2.354 0.661 2.519
C 1.129 -2.029 4.345
C -3.109 1.132 3.334
C 6.045 0.109 0.675
C -4.139 0.038 -2.097
C -4.784 -2.209 -1.431
C -4.008 2.375 -2.854
C -4.647 0.852 5.250
C 1.623 1.508 -5.611
C -2.611 3.409 2.805
C 0.865 -0.658 -4.998
C 2.975 2.385 4.191
C 4.861 -1.327 -0.876
C 2.161 0.171 4.028
C 4.025 -3.274 -2.078
C -0.337 -2.720 -4.906
H -3.983 1.122 6.072
H 0.307 -3.087 -4.107
H -4.596 3.292 -2.894
H 5.586 -0.278 1.586
H -3.304 2.519 -2.034
H 1.692 -2.415 3.494
H 0.754 1.988 -5.160
H -4.330 -2.260 -0.441
H 1.857 2.112 -6.488
H -5.705 -2.784 -1.333
H -4.164 -2.723 -2.165
H 3.714 2.312 3.392
H -0.581 -3.510 -5.617
H 0.130 -1.670 4.100
H -3.482 2.295 -3.805
H -3.019 3.327 1.798
H -2.813 4.435 3.111
H 5.442 0.993 0.465
H -1.175 -2.294 -4.355
H -5.278 0.001 5.505
H 4.336 -4.211 -2.540
H -1.528 3.283 2.803
H 3.482 -3.655 -1.213
H 3.466 2.981 4.960
H 2.466 1.331 -4.943
H -5.216 1.752 5.021
H 3.323 -2.785 -2.753
H 7.027 0.508 0.926
H 1.125 -2.830 5.084
H 1.991 2.805 3.979